Record 1
DFT (wB97M-V/def2-TZVPD) results for a molecular structure, C23H22CrN9S2 in a non-equilibrium geometry.

Cartesian coordinates (Å):
Cr1 -0.4613 -0.1844 0.1790
S1 -3.4214 -2.7157 2.7349
S2 -1.2987 -0.5325 2.3966
N1 1.3400 -0.3220 -4.3871
N2 -0.7983 -0.4416 -5.2173
N3 0.3641 -0.3737 -1.7886
N4 0.2093 -2.0870 0.3153
N5 2.1087 -0.9793 1.1132
N6 1.3274 0.0907 1.0951
N7 -3.1302 -1.2909 0.6067
N8 -2.4338 -0.3482 -0.0651
N9 -0.9798 1.6479 -0.6323
C1 -0.5156 3.7184 -1.7180
C2 1.6273 -4.4661 0.2419
C3 2.2535 -3.3168 0.6481
C4 -0.4551 -0.4562 -2.8307
C5 2.1436 -0.2829 -3.3368
C6 1.3343 3.3781 2.7558
C7 -3.0730 0.5908 -0.6734
C8 -0.1341 2.6262 -0.9654
C9 0.0284 -0.4072 -4.1509
C10 3.4889 2.3677 3.0518
C11 1.5235 -2.1125 0.6908
C12 1.7828 1.2006 1.8044
C13 1.6784 -0.2975 -2.0316
C14 -0.3858 -3.2240 -0.0710
C15 3.0824 1.2610 2.3323
C16 0.2721 -4.4280 -0.1191
C17 -2.2547 1.7097 -1.0852
C18 -2.7122 2.7874 -1.8354
C19 2.6224 3.4325 3.2680
C20 -2.5956 -2.6521 4.3458
C21 0.9136 2.2779 2.0302
C22 -1.8348 3.8070 -2.1503
C23 -2.6470 -1.4807 1.8021
H1 -1.7912 -0.5305 -5.1215
H2 -1.7531 -3.3381 4.3512
H3 0.8798 2.5278 -0.5963
H4 -2.2602 -1.6418 4.5517
H5 -1.4348 -3.1522 -0.3369
H6 2.9443 4.2910 3.8419
H7 0.6460 4.1938 2.9365
H8 3.2057 -0.2370 -3.5428
H9 3.7457 0.4260 2.1656
H10 0.2030 4.4908 -1.9501
H11 -4.1542 0.5816 -0.7496
H12 -0.1071 2.2271 1.6755
H13 -3.7460 2.8083 -2.1535
H14 -1.5138 -0.5817 -2.6415
H15 -2.1657 4.6616 -2.7244
H16 -0.2511 -5.3206 -0.4278
H17 -3.3324 -2.9573 5.0840
H18 4.4925 2.3997 3.4554
H19 2.1697 -5.4013 0.2043
H20 -0.3892 -0.4115 -6.1349
H21 3.2908 -3.2912 0.9483
H22 2.3516 -0.2414 -1.1890

HOMO (spin up / spin down): -0.3396 / -0.3934 hartree
Orbital gap (spin up / spin down): 5.28 / 6.22 eV
Expectation value of S²: 6.067
ΔE to the lowest compared entry with this formula, charge and spin: 75.21 kJ/mol
DFT total energy: -87706.293 eV
2S+1: 5
Net charge: +1

Atom charges from the natural (NBO) analysis, given in e for atoms 1 to 2: number 1, Cr, carries 1.1625; number 2, S, carries 0.3680

Record 2
DFT (wB97M-V/def2-TZVPD) results for a molecular structure, C23H22FeO7 in a non-equilibrium geometry.

Cartesian coordinates (Å):
Fe1 2.8531 4.2109 1.7853
O1 4.9037 5.7939 2.9114
O2 -3.1362 -0.9772 -1.1988
O3 4.3464 1.8617 0.9972
O4 -1.3825 -0.7284 -2.5712
O5 1.1462 -1.3241 0.3673
O6 0.8221 -0.9032 -1.7815
O7 2.6338 2.3690 3.9868
C1 3.9914 2.9292 1.1658
C2 -0.6487 3.5674 1.5634
C3 0.4040 -1.0029 -0.4646
C4 3.8942 5.5229 2.4279
C5 -2.6586 -3.2503 0.4955
C6 0.6880 4.3115 1.4286
C7 -0.7169 1.9505 1.4534
C8 -0.3628 -3.4047 1.1653
C9 1.3701 4.1676 0.2129
C10 0.3497 1.8984 -0.7067
C11 -1.5683 -5.4120 0.6104
C12 2.6462 3.2376 3.1719
C13 -0.0862 -1.3993 -2.7692
C14 -0.9356 -0.4045 -0.1710
C15 -0.3810 -4.7879 1.0167
C16 -0.3002 -2.9023 -2.6263
C17 -0.7644 1.2329 0.0381
C18 -1.4707 -2.6122 0.8665
C19 -1.4247 -1.1130 1.0683
C20 0.3092 -0.9307 -4.1622
C21 -2.7038 -4.6375 0.3489
C22 -1.9259 -0.7965 -1.3196
C23 1.2240 2.9696 -0.6576
H1 1.2568 -1.3643 -4.4620
H2 -1.7370 1.3212 -0.4151
H3 0.3471 0.1533 -4.1931
H4 -1.6285 -6.5011 0.5722
H5 0.6718 1.1796 -1.5603
H6 -1.0525 -3.2004 -3.3689
H7 0.5844 5.3300 1.9001
H8 -2.4179 -0.7478 1.3613
H9 -3.6299 -5.1039 0.0194
H10 2.1057 2.8649 -1.3138
H11 -0.9844 3.7609 2.6057
H12 -3.5628 -2.6299 0.3413
H13 1.8375 5.0983 -0.2298
H14 0.5262 -5.3449 1.2093
H15 0.5588 -2.9196 1.5393
H16 -0.4889 -1.2805 -4.8233
H17 -0.6840 -0.8515 1.8240
H18 0.6469 -3.4077 -2.8520
H19 -0.6463 -3.1543 -1.6102
H20 -1.5974 1.6833 1.9894
H21 -1.3417 4.0423 0.8259
H22 0.1203 1.6357 1.9874

HOMO (spin up / spin down): 0.0790 / -0.0674 hartree
Orbital gap (spin up / spin down): 2.73 / 6.54 eV
Expectation value of S²: 6.094
DFT total energy: -72921.299 eV
2S+1: 5
Net charge: -2

Atom charges from the natural (NBO) analysis, given in e for atoms 1 to 2: number 1, Fe, carries 0.1271; number 2, O, carries -0.5617

Record 3
DFT (wB97M-V/def2-TZVPD) results for a molecular structure, C23H22IN8O2V in a non-equilibrium geometry.

Cartesian coordinates (Å):
I1 0.6575 3.7721 -0.7121
V1 0.1926 -0.0098 0.1235
O1 1.1742 0.7240 -2.4841
O2 -1.9210 -2.4603 0.2703
N1 -2.3106 0.6798 3.7177
N2 -0.5967 0.4094 2.1469
N3 -1.1238 -1.5635 -0.4903
N4 -1.3679 1.6415 -0.2896
N5 1.5737 1.0100 1.2195
N6 1.9716 -1.2306 0.0411
N7 0.3543 -0.0498 -1.9336
N8 1.1661 1.9880 2.1530
C1 -0.4078 -0.8785 -2.6293
C2 -1.6794 0.0193 2.7439
C3 4.5069 -2.2859 -0.3725
C4 -2.6185 2.6850 5.0494
C5 -1.8845 1.9537 4.1192
C6 -1.0137 4.4729 4.8139
C7 -2.0097 -2.8246 -2.4262
C8 -0.2957 3.7344 3.9007
C9 2.1358 -2.4165 -0.5541
C10 4.3515 -1.0594 0.2411
C11 -3.5816 3.2339 -0.8659
C12 -1.1998 -1.7481 -1.7806
C13 3.0730 -0.5522 0.4267
C14 -2.1739 3.9446 5.3907
C15 -2.6285 1.1592 -0.2165
C16 3.3754 -2.9799 -0.7770
C17 -2.3080 3.7474 -0.9319
C18 -0.7273 2.4526 3.5427
C19 -1.2215 2.9154 -0.6447
C20 -3.7492 1.9025 -0.4962
C21 0.0065 1.6216 2.5841
C22 -0.3496 -0.9415 -4.1153
C23 2.8066 0.6883 1.1691
H1 3.5695 1.2459 1.7026
H2 -3.5167 2.2734 5.4895
H3 -0.0066 0.0225 -4.4890
H4 -1.3246 -1.1557 -4.5544
H5 -0.6815 5.4635 5.0895
H6 -3.1410 0.2742 4.1179
H7 -4.7249 1.4434 -0.4296
H8 5.2098 -0.4904 0.5712
H9 -4.4337 3.8590 -1.0956
H10 -2.1329 4.7788 -1.1995
H11 -2.7322 4.5277 6.1096
H12 1.2209 -2.9078 -0.8598
H13 -1.2926 -2.8376 0.8963
H14 -2.7073 0.1153 0.0584
H15 -1.4578 -3.2395 -3.2680
H16 -2.9218 -2.3847 -2.8378
H17 3.4466 -3.9449 -1.2573
H18 0.6050 4.1272 3.4502
H19 0.3514 -1.6949 -4.4858
H20 -2.2861 -3.6075 -1.7293
H21 -2.1350 -0.9125 2.4229
H22 5.4930 -2.6987 -0.5323

HOMO (spin up / spin down): -0.3526 / -0.3711 hartree
Orbital gap (spin up / spin down): 6.46 / 6.78 eV
Expectation value of S²: 3.773
ΔE to the lowest compared entry with this formula, charge and spin: 13.66 kJ/mol
DFT total energy: -74005.945 eV
2S+1: 4
Net charge: +1

Atom charges from the natural (NBO) analysis, given in e for atoms 1 to 2: number 1, I, carries 0.2737; number 2, V, carries 1.1345

Record 4
DFT (wB97M-V/def2-TZVPD) results for 2 unconnected molecules or ions with the total composition C23H22NO6S2 in a non-equilibrium geometry.

Cartesian coordinates (Å):
S1 1.5366 -1.3939 -0.6735
S2 0.4092 1.1491 -1.9362
O1 0.9519 -2.7095 -0.6878
O2 0.4371 0.5395 -3.2426
O3 -0.6134 2.0988 -1.5572
O4 2.5175 -1.0306 -1.6711
O5 -3.0067 -1.3348 -1.8101
O6 -3.2294 -2.4319 0.1699
N1 -4.6016 1.0168 3.8589
C1 3.0416 1.7706 -2.6660
C2 2.4487 -1.1748 0.8734
C3 3.7617 -0.7697 3.3137
C4 3.5778 -0.3422 0.9244
C5 -3.0808 -1.3603 -0.4496
C6 2.0353 1.9239 -1.7024
C7 4.2929 2.3555 -2.4373
C8 2.0156 -1.8568 2.0192
C9 -0.8615 -0.0977 0.1291
C10 -2.7568 -2.5307 -3.8629
C11 3.5029 3.2701 -0.3498
C12 -4.0942 -0.1852 3.6482
C13 2.6639 -1.6338 3.2396
C14 -2.5806 -2.6088 -2.3616
C15 4.5213 3.1182 -1.2924
C16 0.1637 -0.2143 -0.7886
C17 -3.6911 -0.6217 2.3632
C18 -3.6303 0.3263 1.2963
C19 -2.9098 0.0283 0.0461
C20 2.2377 2.7185 -0.5661
C21 4.1864 -0.0990 2.1626
C22 -4.7268 1.8683 2.8461
C23 -4.2842 1.5620 1.5421
H1 -1.5195 -2.7767 -2.0823
H2 -2.2500 -3.3971 -4.3100
H3 5.0292 0.5884 2.2228
H4 -3.8274 -2.5649 -4.1176
H5 3.6777 3.8364 0.5600
H6 3.9839 0.1171 0.0153
H7 -0.9821 -0.9206 0.8249
H8 -3.1491 0.7416 -0.7961
H9 -2.3445 -1.6012 -4.2888
H10 2.3179 -2.1637 4.1263
H11 5.0934 2.1870 -3.1571
H12 -3.9790 -0.8810 4.4841
H13 -3.4192 -1.6663 2.1836
H14 -5.1641 2.8449 3.0619
H15 2.8591 1.1902 -3.5762
H16 1.4111 2.8972 0.1316
H17 4.2649 -0.6035 4.2693
H18 -3.2133 -3.4006 -1.9191
H19 5.4961 3.5672 -1.1202
H20 -1.2855 0.9179 0.4227
H21 1.1785 -2.5597 1.9478
H22 -4.4125 2.2971 0.7396

HOMO: -0.1455 hartree
Orbital gap: 6.56 eV
ΔE to the lowest compared entry with this formula, charge and spin: 38.53 kJ/mol
DFT total energy: -59651.688 eV
Net charge: -1

Atom charges from the natural (NBO) analysis, given in e for atoms 1 to 2: number 1, S, carries 2.1644; number 2, S, carries 2.1525

Copy entry 3 word for word.
DFT (wB97M-V/def2-TZVPD) results for a molecular structure, C23H22IN8O2V in a non-equilibrium geometry.

Cartesian coordinates (Å):
I1 0.6575 3.7721 -0.7121
V1 0.1926 -0.0098 0.1235
O1 1.1742 0.7240 -2.4841
O2 -1.9210 -2.4603 0.2703
N1 -2.3106 0.6798 3.7177
N2 -0.5967 0.4094 2.1469
N3 -1.1238 -1.5635 -0.4903
N4 -1.3679 1.6415 -0.2896
N5 1.5737 1.0100 1.2195
N6 1.9716 -1.2306 0.0411
N7 0.3543 -0.0498 -1.9336
N8 1.1661 1.9880 2.1530
C1 -0.4078 -0.8785 -2.6293
C2 -1.6794 0.0193 2.7439
C3 4.5069 -2.2859 -0.3725
C4 -2.6185 2.6850 5.0494
C5 -1.8845 1.9537 4.1192
C6 -1.0137 4.4729 4.8139
C7 -2.0097 -2.8246 -2.4262
C8 -0.2957 3.7344 3.9007
C9 2.1358 -2.4165 -0.5541
C10 4.3515 -1.0594 0.2411
C11 -3.5816 3.2339 -0.8659
C12 -1.1998 -1.7481 -1.7806
C13 3.0730 -0.5522 0.4267
C14 -2.1739 3.9446 5.3907
C15 -2.6285 1.1592 -0.2165
C16 3.3754 -2.9799 -0.7770
C17 -2.3080 3.7474 -0.9319
C18 -0.7273 2.4526 3.5427
C19 -1.2215 2.9154 -0.6447
C20 -3.7492 1.9025 -0.4962
C21 0.0065 1.6216 2.5841
C22 -0.3496 -0.9415 -4.1153
C23 2.8066 0.6883 1.1691
H1 3.5695 1.2459 1.7026
H2 -3.5167 2.2734 5.4895
H3 -0.0066 0.0225 -4.4890
H4 -1.3246 -1.1557 -4.5544
H5 -0.6815 5.4635 5.0895
H6 -3.1410 0.2742 4.1179
H7 -4.7249 1.4434 -0.4296
H8 5.2098 -0.4904 0.5712
H9 -4.4337 3.8590 -1.0956
H10 -2.1329 4.7788 -1.1995
H11 -2.7322 4.5277 6.1096
H12 1.2209 -2.9078 -0.8598
H13 -1.2926 -2.8376 0.8963
H14 -2.7073 0.1153 0.0584
H15 -1.4578 -3.2395 -3.2680
H16 -2.9218 -2.3847 -2.8378
H17 3.4466 -3.9449 -1.2573
H18 0.6050 4.1272 3.4502
H19 0.3514 -1.6949 -4.4858
H20 -2.2861 -3.6075 -1.7293
H21 -2.1350 -0.9125 2.4229
H22 5.4930 -2.6987 -0.5323

HOMO (spin up / spin down): -0.3526 / -0.3711 hartree
Orbital gap (spin up / spin down): 6.46 / 6.78 eV
Expectation value of S²: 3.773
ΔE to the lowest compared entry with this formula, charge and spin: 13.66 kJ/mol
DFT total energy: -74005.945 eV
2S+1: 4
Net charge: +1

Atom charges from the natural (NBO) analysis, given in e for atoms 1 to 2: number 1, I, carries 0.2737; number 2, V, carries 1.1345

Q: Which value of DFT total energy does entry 4 give?
A: -59651.688 eV

Q: Which formula does entry 1 have?
A: C23H22CrN9S2

Q: The lowest DFT total energy belongs to which entry?
A: C23H22CrN9S2